# 1
Computed, not measured: the molecule C3H4O3 at a distorted geometry, with the ωB97M-V functional and the def2-TZVPD basis.

Positions of all 10 atoms, in Å:
C  -1.2361  0.4548  0.1567
C  0.0689  -0.1588  0.2558
C  1.5926  0.1609  -0.3791
H  -1.7918  -1.4467  -0.2442
H  -0.0452  -1.1678  0.7213
H  1.5302  1.0704  -0.9421
H  2.4514  -0.5786  -0.7544
O  -2.1668  -0.5456  0.1836
O  -1.4735  1.6789  0.0372
O  1.0703  0.5326  0.9653

As for the structure (SMILES): O=C(O)[C@H]1CO1. Its HOMO energy is -0.3914 Ha. The spin multiplicity is 1. Its energy relative to the best compared isomer or geometry (same formula, charge and spin) is 350.04 kJ/mol. The total energy is -9315.0728 eV. The lowest unoccupied orbital energy comes out at 0.3 eV.



# 2
Computed, not measured: C3H4O3 as an isolated structure at a distorted geometry, with the ωB97M-V functional and the def2-TZVPD basis.

Positions of all 10 atoms, in Å:
O  1.2693  -0.6815  -1.2143
C  0.5961  -0.0588  1.1486
C  -0.6936  0.2139  0.5956
O  -0.8285  0.8957  1.6857
C  -1.1842  0.0209  -0.6838
O  -0.5765  -0.8759  -1.4049
H  1.2985  0.1793  -1.6760
H  0.7639  -0.9324  1.7774
H  1.3902  0.6714  1.0401
H  -1.9082  0.7147  -1.1318

Its HOMO energy (spin up / spin down) is -0.3460 / -0.3195 Ha. The spin multiplicity is 1. Its energy relative to the best compared isomer or geometry (same formula, charge and spin) is 710.24 kJ/mol. The total energy is -9311.3396 eV. The lowest unoccupied orbital energy (spin up / spin down) comes out at -1.0 / -0.4 eV.



# 3
Computed, not measured: C3H4O3 as an isolated structure at a distorted geometry, with the ωB97M-V functional and the def2-TZVPD basis.

Positions of all 10 atoms, in Å:
O  -1.0055  -1.5865  0.5418
C  -0.2790  -0.8403  -0.2920
C  -0.0268  1.3687  -0.0976
O  1.2658  0.8656  -0.1879
C  1.0970  -0.5088  0.1076
O  1.9889  -1.2486  0.4408
H  -1.7431  -1.9820  0.0367
H  -0.7132  0.3112  -0.6556
H  -0.3992  1.5418  0.9162
H  -0.2214  2.1711  -0.8178

Its HOMO energy is -0.3218 Ha. The spin multiplicity is 1. Its energy relative to the best compared isomer or geometry (same formula, charge and spin) is 422.27 kJ/mol. The total energy is -9314.3241 eV. The lowest unoccupied orbital energy comes out at -0.1 eV.



# 4
Computed, not measured: the molecule C3H4O3 at a distorted geometry, with the ωB97M-V functional and the def2-TZVPD basis.

Positions of all 10 atoms, in Å:
C  -1.3686  0.3547  -0.3888
C  -0.2970  0.4908  0.6197
C  1.5213  -0.6265  -0.2793
H  -1.9746  1.2367  -0.6708
H  -0.9957  0.2752  1.4951
H  0.4578  1.2469  0.7260
H  2.0550  -1.6806  -0.2766
O  -1.5830  -0.8700  -0.8410
O  0.4589  -0.9256  0.5082
O  1.7258  0.4983  -0.8926

As for the structure (SMILES): O=CCOC=O. Its HOMO energy is -0.3849 Ha. The spin multiplicity is 1. Its energy relative to the best compared isomer or geometry (same formula, charge and spin) is 315.38 kJ/mol. The total energy is -9315.4319 eV. The lowest unoccupied orbital energy comes out at 0.2 eV.



# 5
Computed, not measured: C3H4O3 as an isolated structure, with the ωB97M-V functional and the def2-TZVPD basis.

Positions of all 10 atoms, in Å:
O  -1.2673  -1.0044  0.4504
C  -0.4163  -0.2502  -0.3711
C  -0.1007  1.1681  0.1396
O  1.3023  0.8104  0.3202
C  1.0618  -0.4788  -0.0244
O  1.7792  -1.4255  0.0890
H  -0.9407  -1.9136  0.3817
H  -0.7309  -0.3778  -1.4139
H  -0.5630  1.3663  1.1072
H  -0.1802  2.0296  -0.5273

Its HOMO energy is -0.3876 Ha. The spin multiplicity is 1. Its energy relative to the best compared isomer or geometry (same formula, charge and spin) is 130.70 kJ/mol. The total energy is -9317.3460 eV. The lowest unoccupied orbital energy comes out at 0.7 eV.



# 6
Computed, not measured: a 3-piece molecular cluster, C3H4O3S overall at a distorted geometry, with the ωB97M-V functional and the def2-TZVPD basis.

Positions of all 11 atoms, in Å:
C  1.4328  0.0917  2.7410
C  -0.3208  0.4730  -2.2129
C  1.5012  0.3671  1.5453
O  -2.5419  -0.5746  0.5257
O  -1.9527  1.7759  1.0304
O  0.3190  0.4328  -1.2001
S  -1.6936  0.3296  1.2810
H  -1.0107  -0.3532  -2.3001
H  1.0964  -0.0086  3.6967
H  -0.4752  1.2362  -3.0094
H  1.8208  0.4944  0.6178

Its HOMO energy (spin up / spin down) is -0.3033 / -0.3854 Ha. The spin multiplicity is 3. Its energy relative to the best compared isomer or geometry (same formula, charge and spin) is 216.27 kJ/mol. Its expectation value of S² is 2.0139. The total energy is -20146.1252 eV. The lowest unoccupied orbital energy (spin up / spin down) comes out at 0.5 / -4.2 eV.



# 7
Computed, not measured: the molecule C3H4O4 at a distorted geometry, with the ωB97M-V functional and the def2-TZVPD basis.

Positions of all 11 atoms, in Å:
C  -0.1153  0.3354  0.7267
C  1.0543  0.1271  -0.4959
C  0.7709  -0.9457  -1.5527
O  -0.1723  1.0051  2.1535
O  2.0758  0.6807  -0.6140
O  1.4850  -0.9028  -2.6654
O  0.0286  -1.8258  -1.2695
H  -0.9636  0.7575  0.2743
H  -0.1721  -0.6883  1.0812
H  1.5112  -1.7813  -3.0371
H  -0.6085  1.7896  2.0426

As for the structure (SMILES): O=C(O)C(=O)CO. Its HOMO energy is -0.3605 Ha. The spin multiplicity is 1. Its energy relative to the best compared isomer or geometry (same formula, charge and spin) is 245.38 kJ/mol. The total energy is -11363.4691 eV. The lowest unoccupied orbital energy comes out at 0.0 eV.



# 8
Computed, not measured: the molecule C3H4O4 at a distorted geometry, with the ωB97M-V functional and the def2-TZVPD basis.

Positions of all 11 atoms, in Å:
C  1.1144  -1.4905  1.1845
C  0.3162  -0.5234  0.8963
C  -0.3183  0.6397  -0.3066
O  0.0418  -2.0001  0.4403
O  -1.4260  1.1524  0.3155
O  -0.6884  -0.1155  -1.3258
O  0.5183  1.6781  -0.6436
H  1.8765  -2.0543  1.5797
H  -1.2168  2.0778  0.4634
H  -1.0656  -0.9058  -1.0125
H  0.8479  1.5415  -1.5912

As for the structure (SMILES): OC(O)(O)C1=CO1. Its HOMO energy is -0.3004 Ha. The spin multiplicity is 1. Its energy relative to the best compared isomer or geometry (same formula, charge and spin) is 533.05 kJ/mol. The total energy is -11360.4877 eV. The lowest unoccupied orbital energy comes out at 0.6 eV.



Repeat the eighth record exactly.
Computed, not measured: the molecule C3H4O4 at a distorted geometry, with the ωB97M-V functional and the def2-TZVPD basis.

Positions of all 11 atoms, in Å:
C  1.1144  -1.4905  1.1845
C  0.3162  -0.5234  0.8963
C  -0.3183  0.6397  -0.3066
O  0.0418  -2.0001  0.4403
O  -1.4260  1.1524  0.3155
O  -0.6884  -0.1155  -1.3258
O  0.5183  1.6781  -0.6436
H  1.8765  -2.0543  1.5797
H  -1.2168  2.0778  0.4634
H  -1.0656  -0.9058  -1.0125
H  0.8479  1.5415  -1.5912

As for the structure (SMILES): OC(O)(O)C1=CO1. Its HOMO energy is -0.3004 Ha. The spin multiplicity is 1. Its energy relative to the best compared isomer or geometry (same formula, charge and spin) is 533.05 kJ/mol. The total energy is -11360.4877 eV. The lowest unoccupied orbital energy comes out at 0.6 eV.



- Look up the energy relative to the best compared isomer or geometry (same formula, charge and spin) of the fifth one.
  130.70 kJ/mol



- The highest energy relative to the best compared isomer or geometry (same formula, charge and spin) belongs to which entry?
  number 2



- Which of these has the lowest energy relative to the best compared isomer or geometry (same formula, charge and spin)?
  number 5